# 1
{
  "formula": "CH5IN2",
  "method": "ωB97M-V/def2-TZVPD",
  "largest_force_ha_per_bohr": 0.0602,
  "lumo_energy_ev": [-0.115, 0.434],
  "spin_multiplicity": 1,
  "e_tot_ha": -448.132278,
  "e_above_lowest_ev": 3.280,
  "homo_energy_ev": [-7.70, -8.34],
  "symbols": ["I", "N", "N", "C", "H", "H", "H", "H", "H"],
  "xyz": [[-2.27395, 0.05549, -0.39250], [0.84907, -1.54824, -0.01469], [1.31139, -0.35201, 0.31228], [-0.79629, 1.45907, 0.11887], [-1.06811, 1.82314, 1.09323], [-0.41483, 2.07672, -0.61125], [0.39926, -1.88226, 0.81667], [1.54408, 0.31555, -0.35641], [0.44939, -1.94745, -0.96621]]
}


# 2
{
  "formula": "S2",
  "method": "ωB97M-V/def2-TZVPD",
  "largest_force_ha_per_bohr": 0.0419,
  "lumo_energy_ev": [1.326, 1.304],
  "spin_multiplicity": 2,
  "charge": -1,
  "e_tot_ha": -796.236392,
  "e_above_lowest_ev": 4.769,
  "homo_energy_ev": [-4.16, -2.85],
  "symbols": ["S", "S"],
  "xyz": [[0.00000, 0.00000, 1.76986], [0.00000, 0.00000, -1.76986]]
}


# 3
{
  "formula": "C12H23F3NO2P2V",
  "method": "ωB97M-V/def2-TZVPD",
  "largest_force_ha_per_bohr": 0.0882,
  "lumo_energy_ev": [-8.871, -8.088],
  "spin_multiplicity": 3,
  "charge": 2,
  "e_tot_ha": -2601.961874,
  "e_above_lowest_ev": 1.148,
  "homo_energy_ev": [-16.41, -16.41],
  "symbols": ["V", "P", "P", "F", "F", "F", "O", "O", "N", "C", "C", "C", "C", "C", "C", "C", "C", "C", "C", "C", "C", "H", "H", "H", "H", "H", "H", "H", "H", "H", "H", "H", "H", "H", "H", "H", "H", "H", "H", "H", "H", "H", "H", "H"],
  "xyz": [[0.03814, 0.57742, 1.37883], [2.18347, -0.56107, 0.82704], [-2.14543, 0.21828, 0.96743], [-0.01013, 3.35855, 2.09310], [1.47389, 2.23549, 3.30692], [-0.70502, 2.00881, 3.75789], [-1.27979, -3.34419, -3.69064], [0.03276, -4.24249, 1.09884], [0.19583, 0.99307, -0.66224], [1.44408, 1.30497, -1.10926], [0.53100, 2.20830, -3.12024], [2.62568, 1.00462, -0.22223], [3.36212, -0.77521, 2.21530], [0.22015, 2.13426, 2.71941], [-0.90110, 1.10819, -1.46409], [-3.08106, -1.32613, 0.99531], [-3.34834, 1.47429, 1.49948], [-0.73787, 1.74126, -2.71891], [1.64822, 1.94965, -2.34565], [-2.28007, 0.88594, -0.80300], [2.79072, -1.80390, -0.36771], [-0.72540, -2.69745, -3.12540], [-2.44237, -2.18879, 0.76649], [0.44122, -3.82827, 0.29901], [2.99203, 1.85413, 0.40559], [-3.73431, 1.35466, 2.50350], [-3.46441, -1.47844, 2.00386], [3.73897, -1.35515, -0.70254], [4.40140, -0.86527, 1.89207], [-2.82207, 1.84919, -0.69468], [3.02151, -1.75436, 2.59162], [-1.65944, 1.96191, -3.27800], [-3.94242, -1.26891, 0.32157], [2.10106, -2.00099, -1.20543], [-2.19677, -3.13111, -3.29429], [2.66467, 2.23173, -2.65650], [-0.57459, -4.85417, 0.59266], [3.27546, -0.01586, 2.99599], [0.61461, 2.73464, -4.07243], [2.95031, -2.73013, 0.20279], [-4.20787, 1.42751, 0.81805], [-2.93693, 2.48703, 1.45452], [-3.08781, 0.38692, -1.37931], [3.53589, 0.73108, -0.79472]]
}


# 4
{
  "formula": "C4H7NOSi",
  "method": "ωB97M-V/def2-TZVPD",
  "largest_force_ha_per_bohr": 0.0666,
  "smiles": "C#CC(=O)C[SiH2]N",
  "lumo_energy_ev": 0.397,
  "spin_multiplicity": 1,
  "e_tot_ha": -576.023045,
  "e_above_lowest_ev": 3.161,
  "homo_energy_ev": -9.77,
  "symbols": ["Si", "O", "N", "C", "C", "C", "C", "H", "H", "H", "H", "H", "H", "H"],
  "xyz": [[-1.27313, -0.32170, -0.80507], [2.27745, -1.37468, -0.94771], [-2.41185, 0.21939, 0.33945], [0.29247, -1.06584, 0.33338], [2.37483, 1.74912, 0.54335], [1.62235, -0.61665, -0.26507], [1.97142, 0.69014, 0.19005], [-2.33755, 0.40658, 1.34199], [0.31913, -0.50819, 1.33972], [2.76752, 2.78143, 0.73307], [-1.82316, -1.17058, -1.80490], [-3.41651, 0.50543, 0.06436], [0.32950, -2.11410, 0.50108], [-0.69247, 0.81966, -1.56371]]
}


# 5
{
  "formula": "C27H24F10N5O3OsS",
  "method": "ωB97M-V/def2-TZVPD",
  "largest_force_ha_per_bohr": 0.0229,
  "lumo_energy_ev": [0.222, -1.114],
  "spin_multiplicity": 6,
  "e_tot_ha": -3030.077232,
  "homo_energy_ev": [-7.35, -7.61],
  "symbols": ["Os", "S", "F", "F", "F", "F", "F", "F", "F", "F", "F", "F", "O", "O", "O", "N", "N", "N", "N", "N", "C", "C", "C", "C", "C", "C", "C", "C", "C", "C", "C", "C", "C", "C", "C", "C", "C", "C", "C", "C", "C", "C", "C", "C", "C", "C", "C", "H", "H", "H", "H", "H", "H", "H", "H", "H", "H", "H", "H", "H", "H", "H", "H", "H", "H", "H", "H", "H", "H", "H", "H"],
  "xyz": [[0.92153, 0.03495, -0.27738], [3.12818, 0.37963, -1.67056], [2.26056, -4.96633, -0.42362], [-0.08146, -5.39845, 3.62257], [-0.45790, 3.99502, -5.63179], [-0.05858, 1.62360, -6.92061], [-0.68496, -2.85083, 3.61198], [-0.38677, 4.19070, -3.02585], [0.48331, -0.59823, -5.42640], [1.70494, -2.34636, -0.46713], [0.58535, -0.46580, -2.76343], [1.40853, -6.54193, 1.64312], [-1.44553, -1.33376, -1.06733], [-1.66894, -3.54255, -0.81943], [2.80355, 0.34720, 1.19459], [-0.31686, 1.71179, 1.40499], [0.37906, -1.07855, 1.52048], [3.86583, 1.01966, 0.79949], [0.23060, 1.82816, -1.36910], [-3.39046, -0.67140, 0.50155], [0.12684, -3.29328, 2.62250], [-1.70114, 2.12102, 1.63236], [-0.07995, -0.35563, 2.69946], [1.57262, -4.43202, 0.58186], [0.26844, 1.12119, 2.60559], [0.01108, 1.69786, -5.59015], [-5.32420, -1.48526, -0.51210], [-2.01397, -2.43142, -0.54027], [0.27911, 0.57416, -4.82874], [-4.82696, -0.39327, 0.42720], [0.39725, -4.64953, 2.62841], [1.29545, -3.08834, 0.59306], [4.63608, 1.61085, 1.73891], [-0.19486, 2.89313, -4.92969], [-3.17386, -2.12206, 0.42072], [5.31337, 1.82964, -0.89142], [0.57971, -2.42189, 1.60864], [0.07514, 3.05622, -0.60664], [6.10629, 2.42890, 0.05596], [-0.13889, 2.97288, -3.55045], [0.45232, 2.81802, 0.84559], [4.16479, 1.11217, -0.52807], [-4.51327, -2.70988, -0.06709], [5.75758, 2.31857, 1.40342], [1.13663, -5.23547, 1.62183], [0.32904, 0.66863, -3.45852], [0.13690, 1.85936, -2.72260], [-6.39766, -1.64025, -0.42387], [-0.07184, 1.62976, 3.51752], [-1.16333, -0.47871, 2.83871], [-5.09086, -1.22215, -1.54502], [-4.35443, -3.43053, -0.86667], [-5.31702, -0.48537, 1.40439], [6.35327, 2.76907, 2.18320], [4.29871, 1.46731, 2.75387], [-4.99623, 0.61500, 0.04791], [5.54382, 1.89475, -1.94473], [-2.89541, -2.57131, 1.37803], [-5.01761, -3.22326, 0.75047], [-1.73784, 3.09907, 2.13043], [-2.20681, 1.41032, 2.28506], [-2.03588, -0.59639, -0.75528], [-2.25080, 2.18965, 0.69343], [-0.95478, 3.42293, -0.67543], [-2.93833, -0.25203, 1.29988], [0.39842, -0.73456, 3.60481], [6.98956, 2.98104, -0.23426], [1.51406, 2.55971, 0.89314], [1.35228, 1.19748, 2.53763], [0.72741, 3.84852, -0.97973], [0.29983, 3.74885, 1.41061]]
}


# 6
{
  "formula": "C12H36BF4O6S6Y",
  "method": "ωB97M-V/def2-TZVPD",
  "largest_force_ha_per_bohr": 0.0864,
  "lumo_energy_ev": -7.125,
  "spin_multiplicity": 1,
  "charge": 2,
  "e_tot_ha": -3781.702950,
  "e_above_lowest_ev": 0.000,
  "homo_energy_ev": -12.02,
  "symbols": ["Y", "S", "S", "S", "S", "S", "S", "F", "F", "F", "F", "O", "O", "O", "O", "O", "O", "C", "C", "C", "C", "C", "C", "C", "C", "C", "C", "C", "C", "B", "H", "H", "H", "H", "H", "H", "H", "H", "H", "H", "H", "H", "H", "H", "H", "H", "H", "H", "H", "H", "H", "H", "H", "H", "H", "H", "H", "H", "H", "H", "H", "H", "H", "H", "H", "H"],
  "xyz": [[0.34634, 14.81904, 10.81634], [-1.90460, 12.72860, 12.99096], [-3.12371, 16.10159, 10.36963], [0.81149, 15.34688, 7.18549], [0.85193, 12.70603, 3.79951], [2.24262, 11.63978, 11.52449], [0.54014, 8.16694, 5.77619], [-1.44989, 11.01970, 9.69006], [-0.52835, 13.10258, 9.50116], [-2.50092, 12.66894, 8.43432], [-0.51540, 11.71364, 7.69705], [0.08465, 8.86950, 4.55292], [-1.27210, 13.80388, 12.10025], [1.49682, 12.14821, 2.60040], [-1.70024, 15.58522, 10.22734], [1.20432, 12.75122, 11.31945], [0.61406, 15.12747, 8.67794], [1.79494, 6.97170, 5.27967], [-4.01429, 15.46203, 8.97125], [0.49146, 17.05400, 6.91394], [-0.48426, 11.52821, 4.13299], [-0.65005, 14.66586, 6.46725], [-3.37095, 12.24321, 12.13842], [1.86622, 12.24088, 5.20688], [1.66913, 9.33253, 6.57122], [1.17293, 10.29839, 11.94964], [2.67754, 11.19119, 9.84916], [-2.65300, 13.68284, 14.32282], [-3.06212, 17.80115, 9.86189], [-1.27571, 12.07553, 8.80801], [-2.95181, 13.01957, 15.13201], [3.75391, 11.20781, 9.70954], [2.35512, 9.70356, 5.81151], [-1.50754, 15.07395, 6.99802], [-1.91614, 14.39182, 14.68776], [0.84514, 10.37348, 12.98609], [2.23993, 8.74889, 7.29878], [2.09784, 11.80286, 9.15811], [2.59691, 6.95953, 6.01815], [-0.64507, 14.95634, 5.41500], [1.38051, 5.97545, 5.17565], [1.30026, 11.89669, 6.07943], [-1.05489, 11.47331, 3.20879], [2.35526, 10.16413, 9.66382], [-4.08016, 18.18281, 9.98610], [2.53760, 13.04185, 5.51963], [-3.39784, 15.55009, 8.07803], [-3.50993, 14.18211, 13.87696], [-0.00291, 10.56297, 4.29473], [1.35821, 17.66969, 7.14617], [0.31264, 17.23865, 5.85261], [-0.38842, 17.29976, 7.50695], [2.20838, 7.34596, 4.34217], [-0.63649, 13.57954, 6.53012], [1.05946, 10.08941, 7.05637], [0.30692, 10.37259, 11.28384], [-2.45384, 18.35266, 10.57572], [-4.08074, 13.06891, 12.06370], [-3.10845, 11.93935, 11.12458], [2.46556, 11.37671, 4.90822], [-1.11685, 11.85344, 4.95784], [-4.92099, 16.04579, 8.80645], [1.60976, 9.30411, 11.85130], [-3.81482, 11.37281, 12.62249], [-4.28156, 14.42206, 9.13720], [-2.75472, 17.92659, 8.82792]]
}